<1>
A 2-piece molecular cluster, C2H2F2OS overall. Source: the Open Molecules 2025 dataset; level of theory: ωB97M-V/def2-TZVPD.

Computed properties:
- Frontier orbital gap: 0.343 Eh

Positions of all 8 atoms, in Å:
C: -0.305 -0.411 0.038
C: 0.819 0.407 -0.315
O: -2.830 -0.902 0.405
F: 1.649 0.553 0.758
F: 0.596 1.727 -0.487
S: -1.851 0.126 0.071
H: 0.321 -1.675 0.689
H: 1.601 0.175 -1.158

The computed Löwdin charges, all in e, follow:
1. C -0.3376
2. C -0.5658
3. O -0.5352
4. F 0.0028
5. F 0.0211
6. S 0.9562
7. H 0.2735
8. H 0.1849



<2>
The molecule C2H2F2OS. Source: the Open Molecules 2025 dataset; level of theory: ωB97M-V/def2-TZVPD.

Computed properties:
- Frontier orbital gap: 0.372 Eh
- SMILES: O=CC(F)(F)S

Positions of all 8 atoms, in Å:
O: -1.040 0.139 -1.740
C: -0.897 0.344 -0.572
C: -0.074 -0.501 0.367
F: -0.640 -0.623 1.578
F: 0.351 -1.688 -0.016
S: 1.439 0.824 0.710
H: -1.292 1.229 -0.037
H: 2.152 0.277 -0.289

The computed Löwdin charges, all in e, follow:
1. O 0.1023
2. C -0.2790
3. C -0.7191
4. F 0.0523
5. F 0.1178
6. S 0.7409
7. H 0.1295
8. H -0.1447



<3>
A 2-piece molecular cluster, C2H2F2OS overall. Source: the Open Molecules 2025 dataset; level of theory: ωB97M-V/def2-TZVPD.

Computed properties:
- Frontier orbital gap: 0.350 Eh

Positions of all 8 atoms, in Å:
C: -1.236 0.059 -0.384
C: 0.251 0.089 -0.245
O: -2.014 0.911 -0.167
F: -0.093 -0.832 1.429
F: 0.920 -0.938 -0.724
S: 1.242 1.411 0.240
H: -1.357 -1.080 -0.618
H: 2.288 0.381 0.469

The computed Löwdin charges, all in e, follow:
1. C -0.2968
2. C -0.6709
3. O 0.1303
4. F -0.3148
5. F 0.0468
6. S 0.9163
7. H 0.1648
8. H 0.0244



Energy relative to the most stable one, in eV: <1> 2.823; <2> 0.000; <3> 1.939



<1>
An isolated ion of composition C3H5N3 and charge +2. Source: the Open Molecules 2025 dataset; level of theory: ωB97M-V/def2-TZVPD.

Computed properties:
- Charge: +2
- Frontier orbital gap (spin up / spin down): 0.378 / 0.240 Eh

Positions of all 11 atoms, in Å:
C: 1.492 -0.268 -0.055
C: -1.283 1.458 0.509
C: -0.722 -0.554 -0.829
N: -1.316 0.217 0.144
N: 0.579 -0.697 -0.833
N: 2.245 -0.047 0.787
H: -1.607 1.889 1.520
H: -1.307 -0.885 -1.660
H: -1.939 -0.387 0.733
H: 0.930 -1.109 -1.736
H: 2.929 0.383 1.420

The computed Löwdin charges, all in e, follow:
1. C -0.0402
2. C 0.4043
3. C -0.0384
4. N 0.0516
5. N 0.1589
6. N 0.4401
7. H 0.1692
8. H 0.1784
9. H 0.2257
10. H 0.2520
11. H 0.1982



<2>
A 2-piece molecular cluster, C3H5N3 overall. Source: the Open Molecules 2025 dataset; level of theory: ωB97M-V/def2-TZVPD.

Computed properties:
- Charge: +2
- Frontier orbital gap (spin up / spin down): 0.378 / 0.255 Eh

Positions of all 11 atoms, in Å:
C: -0.515 -0.195 1.390
C: 0.106 -0.916 -0.612
C: 0.696 2.387 -0.749
N: -0.746 -1.518 1.271
N: -0.484 -1.909 0.031
N: 0.064 0.152 0.216
H: -0.966 0.398 2.251
H: 0.588 -0.836 -1.539
H: 1.372 2.955 -0.043
H: 0.762 2.267 -1.872
H: -0.877 -2.785 -0.344

The computed Löwdin charges, all in e, follow:
1. C 0.0393
2. C 0.0462
3. C 0.5966
4. N 0.2625
5. N 0.1538
6. N 0.1080
7. H 0.2070
8. H 0.1605
9. H 0.0980
10. H 0.0941
11. H 0.2339



Energy relative to the most stable one, in eV: <1> 0.000; <2> 2.834



<1>
A 2-piece molecular cluster, C6H5N3O overall. Source: the Open Molecules 2025 dataset; level of theory: ωB97M-V/def2-TZVPD.

Computed properties:
- Frontier orbital gap: 0.343 Eh
- SMILES: N#CC#Cc1ccn[nH]1.O

Positions of all 15 atoms, in Å:
N: 3.617 -0.918 0.106
C: 2.503 -0.639 -0.080
C: 1.133 -0.457 -0.149
C: -0.080 -0.361 -0.162
C: -1.497 -0.299 -0.120
C: -2.445 -1.321 -0.152
C: -3.677 -0.650 -0.080
N: -3.498 0.667 0.019
N: -2.191 0.865 0.012
H: -2.256 -2.388 -0.226
H: -4.682 -1.066 -0.112
H: -1.839 1.830 0.081
O: 5.244 1.832 0.167
H: 4.357 2.048 0.475
H: 5.313 0.858 0.220

The computed Löwdin charges, all in e, follow:
1. N 0.1702
2. C -0.2122
3. C 0.0048
4. C 0.0759
5. C -0.2750
6. C -0.0086
7. C -0.1446
8. N 0.0327
9. N 0.0128
10. H 0.1117
11. H 0.1072
12. H 0.1818
13. O -0.0861
14. H 0.0182
15. H 0.0111



<2>
The molecule C6H5N3O. Source: the Open Molecules 2025 dataset; level of theory: ωB97M-V/def2-TZVPD.

Computed properties:
- Frontier orbital gap: 0.371 Eh
- SMILES: C#Cc1n[nH]cc1C(N)=O

Positions of all 15 atoms, in Å:
C: -2.149 -2.298 -0.019
C: -1.647 -1.200 -0.116
C: -1.070 0.108 -0.190
N: -1.840 1.189 -0.076
N: -0.993 2.215 -0.022
C: 0.296 1.850 -0.094
C: 0.307 0.476 -0.279
C: 1.524 -0.354 -0.411
N: 1.805 -1.230 0.571
O: 2.488 0.023 -1.100
H: -2.556 -3.290 0.065
H: -1.352 3.149 0.131
H: 1.107 2.557 0.048
H: 1.231 -2.051 0.715
H: 2.849 -1.146 0.777

The computed Löwdin charges, all in e, follow:
1. C 0.1243
2. C -0.0694
3. C -0.2801
4. N 0.0919
5. N -0.0176
6. C -0.0227
7. C -0.0970
8. C -0.4930
9. N 0.1411
10. O 0.0382
11. H 0.0327
12. H 0.1615
13. H 0.1369
14. H 0.1013
15. H 0.1518



Energy relative to the most stable one, in eV: <1> 0.159; <2> 0.000



<1>
C2H3I3O2 as an isolated structure. Source: the Open Molecules 2025 dataset; level of theory: ωB97M-V/def2-TZVPD.

Computed properties:
- Frontier orbital gap (spin up / spin down): 0.259 / 0.259 Eh

Positions of all 10 atoms, in Å:
C: -0.540 0.383 -0.399
C: 0.559 -0.252 0.535
O: -0.186 0.332 -1.705
O: 0.461 -0.306 1.864
I: -2.535 -0.346 0.019
I: 2.533 0.459 -0.015
I: 0.142 -2.956 0.084
H: -0.560 1.502 -0.024
H: -0.240 -0.499 -2.188
H: 1.100 -0.863 2.298

The computed Löwdin charges, all in e, follow:
1. C -0.9485
2. C -0.9584
3. O -0.1606
4. O -0.1438
5. I 0.7993
6. I 0.8835
7. I 0.2121
8. H 0.1335
9. H 0.0957
10. H 0.0873



<2>
C2H3I3O2 as an isolated structure. Source: the Open Molecules 2025 dataset; level of theory: ωB97M-V/def2-TZVPD.

Computed properties:
- Frontier orbital gap: 0.288 Eh

Positions of all 10 atoms, in Å:
C: 0.338 -0.367 0.819
C: 1.551 -0.367 0.276
O: 0.016 0.557 1.731
O: -1.706 -0.056 -1.573
I: -1.421 1.826 -1.303
I: 2.133 -1.911 -1.093
I: 2.762 1.289 0.577
H: -0.465 -1.030 0.750
H: -0.834 0.289 1.998
H: -2.374 -0.229 -2.182

The computed Löwdin charges, all in e, follow:
1. C -0.5037
2. C -1.2528
3. O -0.0783
4. O -0.7547
5. I 0.9222
6. I 0.7213
7. I 0.8289
8. H 0.0953
9. H 0.0770
10. H -0.0551



Energy relative to the most stable one, in eV: <1> 0.000; <2> 0.593